A cluster of 13 separate species, C5H36NO13 in total at a distorted geometry. Source: OMol25; level of theory: ωB97M-V/def2-TZVPD.

Element x y z (Å)
1 O -2.230 0.514 -0.516
2 C -1.347 0.153 0.176
3 C 0.011 -0.246 -0.537
4 C 1.311 -0.429 0.367
5 C 1.915 -1.741 -0.065
6 C 2.249 0.684 0.220
7 N 0.343 0.414 -1.794
8 H -1.566 -0.188 1.210
9 H -0.204 -1.297 -0.812
10 H 0.904 -0.362 1.456
11 H 2.886 -1.943 0.370
12 H 2.145 -1.843 -1.043
13 H 1.150 -2.651 -0.181
14 H 2.844 0.621 1.186
15 H 1.816 1.673 0.043
16 H 2.871 0.760 -0.712
17 H -0.043 0.073 -2.714
18 H 0.254 1.450 -1.659
19 H 1.382 0.158 -2.104
20 H 1.568 3.616 -1.583
21 H 0.280 4.327 -2.051
22 O 0.859 3.512 -2.089
23 H -0.395 -0.354 2.900
24 H -0.613 0.849 3.854
25 O 0.036 0.407 3.311
26 H -1.090 -3.627 0.079
27 H -1.372 -2.678 -0.907
28 O -1.342 -2.825 0.061
29 H -0.210 -1.126 -4.701
30 H -1.161 -0.084 -4.340
31 O -0.213 -0.315 -4.346
32 H 1.797 4.524 0.539
33 H 2.560 3.237 0.964
34 O 2.498 3.915 0.228
35 H -4.109 -0.445 -0.875
36 H -4.703 -0.568 0.324
37 O -4.389 -1.158 -0.324
38 H 2.924 -2.175 3.609
39 H 1.468 -1.612 3.699
40 O 1.998 -2.349 3.444
41 H 2.557 0.554 -4.436
42 H 1.248 1.298 -4.150
43 O 1.854 0.710 -3.802
44 H 2.409 3.168 3.076
45 H 0.969 2.618 2.836
46 O 1.523 3.353 2.696
47 H -2.512 -3.031 1.658
48 H -2.371 -3.437 2.991
49 O -2.485 -2.643 2.589
50 H -2.630 -1.905 -3.288
51 H -2.483 -0.884 -2.291
52 O -1.951 -1.541 -2.698
53 H -3.117 -0.471 3.002
54 H -3.353 0.922 3.801
55 O -2.741 0.422 3.326

Output
Spin multiplicity ... 2
ΔE to the lowest compared entry with this formula, charge and spin ... 3.621 eV
Total charge ... +2
HOMO-LUMO gap (spin up / spin down) ... 7.880 / 3.690 eV
LUMO level (spin up / spin down) ... -0.30911 / -0.46290 Eh

Atomic partial charges in e from the natural (NBO) method, atoms 1 to 2: O -0.18; C 0.49


A cluster of 14 separate species, C5H36O15 in total at a distorted geometry. Source: OMol25; level of theory: ωB97M-V/def2-TZVPD.

Element x y z (Å)
1 O 0.415 2.723 -0.273
2 C 1.217 1.816 -0.168
3 O 2.513 2.088 -0.509
4 C 1.286 0.498 0.536
5 C 0.252 -0.538 -0.044
6 C -0.597 -0.014 -1.194
7 C -0.582 -1.458 0.807
8 H 2.819 2.978 -0.725
9 H 2.258 0.071 0.742
10 H 0.924 0.469 1.586
11 H 1.040 -1.225 -0.455
12 H -1.280 -0.675 -1.729
13 H -1.385 0.636 -0.769
14 H 0.011 0.428 -1.982
15 H -0.491 -2.513 0.556
16 H -0.291 -1.310 1.862
17 H -1.626 -1.162 0.849
18 H -1.200 1.123 -4.492
19 H -1.396 1.752 -3.154
20 O -1.881 1.224 -3.827
21 H -2.968 -3.190 -1.833
22 H -2.468 -3.954 -0.697
23 O -3.179 -3.327 -0.873
24 H -2.767 1.231 3.968
25 H -3.707 1.083 2.767
26 O -3.007 0.636 3.253
27 H -2.165 -1.818 4.083
28 H -1.550 -0.483 4.064
29 O -1.542 -1.290 4.599
30 H 2.870 1.383 -3.552
31 H 1.493 1.117 -3.927
32 O 2.089 0.941 -3.193
33 H 0.870 -1.250 4.665
34 H 2.357 -1.450 4.200
35 O 1.508 -1.074 3.964
36 H -3.790 -1.816 -2.992
37 H -2.369 -1.715 -3.187
38 O -3.078 -2.354 -3.377
39 H -3.809 -1.455 0.532
40 H -3.420 -0.511 1.783
41 O -3.609 -0.565 0.842
42 H 4.109 -0.711 0.834
43 H 4.506 -1.449 -0.558
44 O 4.635 -1.384 0.396
45 H 4.308 1.233 1.850
46 H 3.003 1.207 2.523
47 O 3.733 0.611 2.313
48 H -1.840 3.885 1.939
49 H -1.021 2.792 1.335
50 O -1.530 2.995 2.131
51 H -0.536 3.502 -3.042
52 H 0.437 2.622 -2.159
53 O 0.159 2.841 -3.065
54 H 3.079 -1.103 -2.703
55 H 3.381 -2.448 -2.090
56 O 3.815 -1.645 -2.408

Output
Spin multiplicity ... 1
ΔE to the lowest compared entry with this formula, charge and spin ... 1.879 eV
Total charge ... 0
HOMO-LUMO gap ... 10.216 eV
LUMO level ... -0.00052 Eh

Atomic partial charges in e from the natural (NBO) method, atoms 1 to 2: O -0.65; C 0.84


A cluster of 15 separate species, C5H37NO14 in total at a distorted geometry. Source: OMol25; level of theory: ωB97M-V/def2-TZVPD.

Element x y z (Å)
1 N 0.496 1.006 -2.743
2 C 0.718 1.070 -1.323
3 C 0.997 -0.055 -0.639
4 C -0.548 3.709 1.165
5 C 0.004 2.464 0.585
6 C 0.414 2.340 -0.677
7 H 0.141 1.892 -3.095
8 H -0.111 0.248 -3.015
9 H 1.150 -1.068 -0.948
10 H 1.282 0.042 0.396
11 H 0.246 4.452 1.307
12 H -1.157 3.467 2.049
13 H -1.226 4.158 0.412
14 H -0.031 1.600 1.249
15 H 0.301 3.201 -1.329
16 H 2.639 1.572 0.159
17 H 3.929 1.917 0.933
18 O 2.968 1.970 0.973
19 H 0.138 0.151 3.242
20 H -0.810 0.002 2.060
21 O -0.816 0.036 3.027
22 H -2.322 3.945 -2.433
23 H -2.341 2.415 -2.981
24 O -1.946 3.325 -3.057
25 H -3.362 0.301 -2.943
26 H -3.330 1.162 -1.582
27 O -2.901 1.012 -2.491
28 H 3.089 -0.331 -1.900
29 H 2.912 -1.025 -3.266
30 O 3.380 -1.085 -2.425
31 H 2.345 -3.467 -1.925
32 H 1.447 -3.915 -0.768
33 O 1.427 -3.653 -1.698
34 H -0.258 -2.732 -1.483
35 H -0.808 -1.863 -2.662
36 O -1.039 -2.271 -1.826
37 H -3.623 0.873 0.236
38 H -3.812 -0.481 -0.508
39 O -4.163 0.403 -0.403
40 H -1.275 -0.073 -0.692
41 H -1.682 -1.371 -0.271
42 O -1.912 -0.450 -0.046
43 H -3.413 -1.317 2.391
44 H -2.559 -0.703 3.510
45 O -2.976 -1.530 3.222
46 H 1.581 -3.943 2.034
47 H 1.084 -2.699 1.209
48 O 1.857 -3.250 1.428
49 H 2.459 -0.048 3.381
50 H 2.348 1.200 2.511
51 O 1.818 0.618 3.111
52 H -1.258 -3.579 1.613
53 H -1.228 -2.232 2.195
54 O -0.842 -2.723 1.447
55 H 3.875 -1.564 0.396
56 H 3.079 -1.920 1.635
57 O 3.622 -1.202 1.253

Output
Spin multiplicity ... 1
ΔE to the lowest compared entry with this formula, charge and spin ... 3.355 eV
Total charge ... 0
HOMO-LUMO gap ... 8.525 eV
LUMO level ... 0.00105 Eh

Atomic partial charges in e from the natural (NBO) method, atoms 1 to 2: N -0.84; C 0.14


A cluster of 13 separate species, C5H38N2O12 in total at a distorted geometry. Source: OMol25; level of theory: ωB97M-V/def2-TZVPD.

Element x y z (Å)
1 C 0.931 3.382 -0.873
2 C -0.095 2.303 -0.461
3 C 0.564 0.938 -0.666
4 C 0.327 -0.236 0.408
5 N 0.820 -1.455 -0.195
6 C 1.085 -2.478 0.820
7 N -0.030 -2.672 1.774
8 H 1.221 3.453 -1.910
9 H 1.836 3.217 -0.351
10 H 0.760 4.415 -0.517
11 H -1.055 2.634 -0.784
12 H -0.396 2.394 0.643
13 H 0.280 0.494 -1.605
14 H 1.637 0.868 -0.845
15 H -0.741 -0.304 0.616
16 H 0.792 0.043 1.323
17 H 0.191 -1.952 -0.854
18 H 1.211 -3.551 0.469
19 H 2.048 -2.249 1.407
20 H -0.079 -2.052 2.553
21 H -0.432 -3.580 1.995
22 H 1.769 0.943 3.891
23 H 1.635 -0.374 3.436
24 O 1.930 0.018 4.264
25 H -2.915 2.359 0.892
26 H -2.804 3.990 0.922
27 O -2.649 3.161 1.401
28 H -3.266 -0.290 0.958
29 H -2.425 -0.117 -0.372
30 O -3.213 0.213 0.125
31 H 4.421 -2.130 -0.796
32 H 4.126 -0.611 -0.962
33 O 4.802 -1.311 -1.194
34 H 2.277 -1.055 -3.761
35 H 1.889 -1.165 -2.142
36 O 2.122 -1.584 -2.958
37 H -0.525 -1.669 -4.261
38 H 0.954 -1.517 -4.182
39 O 0.206 -1.277 -4.794
40 H -0.084 -0.168 4.653
41 H -1.543 0.218 4.626
42 O -0.879 -0.312 4.158
43 H 0.773 1.786 -4.717
44 H 0.862 0.273 -4.455
45 O 1.176 1.147 -4.179
46 H -2.549 -3.570 -0.361
47 H -1.460 -2.544 0.327
48 O -1.988 -2.797 -0.429
49 H 0.817 3.127 2.335
50 H -0.367 2.132 2.605
51 O 0.619 2.216 2.520
52 H -3.636 1.393 2.673
53 H -2.174 1.277 2.660
54 O -2.928 0.913 3.135
55 H -1.687 -2.401 -2.265
56 H -2.404 -2.090 -3.678
57 O -1.755 -1.791 -3.019

Output
Spin multiplicity ... 1
ΔE to the lowest compared entry with this formula, charge and spin ... 5.006 eV
Total charge ... 0
HOMO-LUMO gap ... 9.875 eV
LUMO level ... 0.00284 Eh

Atomic partial charges in e from the natural (NBO) method, atoms 1 to 2: C -0.61; C -0.44


Please write out number 4 again, unchanged.
A cluster of 13 separate species, C5H38N2O12 in total at a distorted geometry. Source: OMol25; level of theory: ωB97M-V/def2-TZVPD.

Element x y z (Å)
1 C 0.931 3.382 -0.873
2 C -0.095 2.303 -0.461
3 C 0.564 0.938 -0.666
4 C 0.327 -0.236 0.408
5 N 0.820 -1.455 -0.195
6 C 1.085 -2.478 0.820
7 N -0.030 -2.672 1.774
8 H 1.221 3.453 -1.910
9 H 1.836 3.217 -0.351
10 H 0.760 4.415 -0.517
11 H -1.055 2.634 -0.784
12 H -0.396 2.394 0.643
13 H 0.280 0.494 -1.605
14 H 1.637 0.868 -0.845
15 H -0.741 -0.304 0.616
16 H 0.792 0.043 1.323
17 H 0.191 -1.952 -0.854
18 H 1.211 -3.551 0.469
19 H 2.048 -2.249 1.407
20 H -0.079 -2.052 2.553
21 H -0.432 -3.580 1.995
22 H 1.769 0.943 3.891
23 H 1.635 -0.374 3.436
24 O 1.930 0.018 4.264
25 H -2.915 2.359 0.892
26 H -2.804 3.990 0.922
27 O -2.649 3.161 1.401
28 H -3.266 -0.290 0.958
29 H -2.425 -0.117 -0.372
30 O -3.213 0.213 0.125
31 H 4.421 -2.130 -0.796
32 H 4.126 -0.611 -0.962
33 O 4.802 -1.311 -1.194
34 H 2.277 -1.055 -3.761
35 H 1.889 -1.165 -2.142
36 O 2.122 -1.584 -2.958
37 H -0.525 -1.669 -4.261
38 H 0.954 -1.517 -4.182
39 O 0.206 -1.277 -4.794
40 H -0.084 -0.168 4.653
41 H -1.543 0.218 4.626
42 O -0.879 -0.312 4.158
43 H 0.773 1.786 -4.717
44 H 0.862 0.273 -4.455
45 O 1.176 1.147 -4.179
46 H -2.549 -3.570 -0.361
47 H -1.460 -2.544 0.327
48 O -1.988 -2.797 -0.429
49 H 0.817 3.127 2.335
50 H -0.367 2.132 2.605
51 O 0.619 2.216 2.520
52 H -3.636 1.393 2.673
53 H -2.174 1.277 2.660
54 O -2.928 0.913 3.135
55 H -1.687 -2.401 -2.265
56 H -2.404 -2.090 -3.678
57 O -1.755 -1.791 -3.019

Output
Spin multiplicity ... 1
ΔE to the lowest compared entry with this formula, charge and spin ... 5.006 eV
Total charge ... 0
HOMO-LUMO gap ... 9.875 eV
LUMO level ... 0.00284 Eh

Atomic partial charges in e from the natural (NBO) method, atoms 1 to 2: C -0.61; C -0.44


What is the formula in the third record? C5H37NO14